No. 1
{"formula": "C43H68BN6OPPdSi", "method": "ωB97M-V/def2-TZVPD", "elements": ["Pd", "C", "C", "C", "C", "N", "N", "B", "N", "N", "C", "C", "C", "C", "C", "C", "C", "C", "N", "N", "C", "C", "C", "C", "C", "C", "C", "C", "C", "C", "C", "C", "H", "H", "H", "H", "H", "H", "H", "H", "H", "H", "H", "H", "H", "H", "H", "H", "H", "H", "H", "H", "H", "H", "H", "H", "H", "H", "H", "H", "H", "H", "H", "H", "H", "H", "H", "H", "H", "H", "H", "H", "C", "P", "C", "C", "H", "H", "H", "H", "H", "H", "H", "H", "H", "C", "C", "C", "C", "Si", "O", "C", "C", "C", "C", "C", "C", "C", "C", "C", "C", "C", "C", "H", "H", "H", "H", "H", "H", "H", "H", "H", "H", "H", "H", "H", "H", "H", "H", "H", "H", "H"], "coordinates": [[0.15, -0.08, -0.36], [0.73, 4.43, -4.15], [0.64, 3.83, -2.79], [0.58, 4.48, -1.57], [0.51, 3.44, -0.61], [0.51, 2.26, -1.21], [0.60, 2.50, -2.55], [0.63, 1.39, -3.61], [-0.76, 0.70, -3.67], [-1.47, 0.60, -2.52], [-2.69, 0.21, -2.84], [-2.80, 0.06, -4.24], [-1.56, 0.40, -4.73], [-1.18, 0.54, -6.17], [-3.75, 0.06, -1.77], [-3.28, 0.72, -0.47], [-4.03, -1.42, -1.53], [-5.04, 0.74, -2.25], [1.87, 0.46, -3.33], [2.71, 0.74, -2.32], [3.74, -0.08, -2.43], [3.57, -0.93, -3.55], [2.37, -0.54, -4.09], [1.69, -1.03, -5.33], [4.88, 0.01, -1.44], [4.38, 0.66, -0.15], [6.00, 0.87, -2.04], [5.44, -1.38, -1.14], [0.43, 3.59, 0.89], [-1.03, 3.56, 1.35], [1.20, 2.45, 1.57], [1.05, 4.94, 1.29], [0.75, 5.51, -4.07], [-0.12, 4.15, -4.77], [1.63, 4.10, -4.68], [0.60, 5.54, -1.41], [0.82, 1.89, -4.70], [-3.67, -0.22, -4.82], [-2.09, 0.65, -6.77], [-0.65, -0.33, -6.55], [-0.55, 1.41, -6.34], [-2.42, 0.20, -0.06], [-4.09, 0.70, 0.27], [-2.99, 1.76, -0.64], [-3.14, -1.92, -1.13], [-4.33, -1.93, -2.45], [-4.84, -1.54, -0.79], [-4.86, 1.80, -2.44], [-5.82, 0.65, -1.49], [-5.41, 0.29, -3.18], [4.22, -1.71, -3.91], [2.33, -1.74, -5.84], [1.49, -0.20, -6.00], [0.74, -1.52, -5.11], [4.07, 1.69, -0.33], [5.17, 0.66, 0.61], [3.50, 0.14, 0.23], [5.62, 1.87, -2.27], [6.38, 0.43, -2.97], [6.84, 0.97, -1.34], [4.68, -2.01, -0.68], [6.28, -1.30, -0.45], [5.78, -1.88, -2.05], [-1.46, 2.57, 1.18], [-1.62, 4.32, 0.82], [-1.09, 3.75, 2.43], [0.62, 1.53, 1.45], [1.29, 2.63, 2.64], [2.19, 2.33, 1.13], [0.50, 5.78, 0.87], [2.09, 5.01, 0.96], [1.03, 5.04, 2.38], [-0.55, -3.41, 0.35], [0.37, -2.20, -0.70], [-0.22, -2.78, -2.35], [1.99, -3.09, -0.69], [-0.42, -4.44, 0.01], [-1.61, -3.16, 0.36], [-0.19, -3.33, 1.38], [-0.20, -3.87, -2.44], [0.44, -2.34, -3.11], [-1.23, -2.41, -2.54], [1.87, -4.16, -0.90], [2.46, -2.97, 0.29], [2.64, -2.65, -1.45], [-1.66, -0.47, 6.27], [-1.59, 0.35, 4.99], [-0.58, 1.48, 5.16], [-2.97, 0.97, 4.72], [-1.12, -0.60, 3.36], [-1.20, 0.39, 2.15], [-2.39, -2.03, 3.23], [-3.36, -1.90, 2.23], [-4.34, -2.86, 2.03], [-4.38, -3.99, 2.84], [-3.43, -4.15, 3.84], [-2.46, -3.18, 4.03], [0.60, -1.39, 3.68], [0.90, -2.26, 4.74], [2.17, -2.79, 4.92], [3.19, -2.46, 4.03], [2.92, -1.61, 2.98], [1.64, -1.09, 2.80], [-1.99, 0.17, 7.11], [-0.68, -0.88, 6.55], [-2.37, -1.30, 6.19], [-0.88, 2.13, 6.00], [-0.53, 2.09, 4.25], [0.43, 1.10, 5.37], [-3.27, 1.62, 5.56], [-3.74, 0.20, 4.61], [-2.96, 1.56, 3.80], [-3.30, -1.03, 1.59], [-5.07, -2.74, 1.24], [-5.14, -4.75, 2.68], [-3.44, -5.03, 4.47], [-1.72, -3.34, 4.81], [0.14, -2.52, 5.46], [2.37, -3.46, 5.76], [4.18, -2.88, 4.16], [3.70, -1.36, 2.27], [1.43, -0.46, 1.95]], "lowdin_charge": [0.254, -0.051, -0.290, 0.005, -0.256, 0.115, 0.018, -0.500, 0.040, 0.115, -0.279, -0.001, -0.290, -0.051, -0.541, -0.072, -0.046, -0.065, 0.025, 0.135, -0.290, -0.005, -0.306, -0.039, -0.551, -0.066, -0.062, -0.059, -0.533, -0.047, -0.059, -0.075, 0.066, 0.072, 0.071, 0.088, 0.103, 0.092, 0.069, 0.054, 0.063, 0.034, 0.084, 0.082, 0.068, 0.079, 0.066, 0.084, 0.074, 0.066, 0.092, 0.074, 0.064, 0.064, 0.072, 0.080, 0.065, 0.081, 0.074, 0.072, 0.063, 0.076, 0.072, 0.054, 0.080, 0.074, 0.016, 0.080, 0.072, 0.066, 0.082, 0.074, -0.282, 0.651, -0.280, -0.291, 0.027, 0.014, 0.026, 0.029, 0.005, 0.015, 0.028, 0.017, 0.006, -0.113, -0.601, -0.107, -0.111, 0.386, -0.351, -0.194, -0.098, -0.102, -0.122, -0.115, -0.105, -0.189, -0.116, -0.117, -0.121, -0.099, -0.098, 0.069, 0.057, 0.065, 0.071, 0.055, 0.075, 0.069, 0.071, 0.070, 0.072, 0.082, 0.084, 0.085, 0.078, 0.068, 0.085, 0.085, 0.085, 0.043], "total_energy_ev": -78012.6368, "e_lumo_ev": 4.314, "orbital_gap_ev": 4.86, "homo_energy_ha": -0.020, "relative_energy_kcal_mol": 0.0, "total_charge": -2}



No. 2
{"formula": "C3H10NO4", "method": "ωB97M-V/def2-TZVPD", "elements": ["C", "C", "C", "O", "O", "N", "H", "H", "H", "H", "H", "H", "H", "H", "O", "H", "H", "O"], "coordinates": [[1.57, -1.15, 0.20], [0.86, -0.60, 1.46], [0.32, 0.93, 0.98], [-0.47, 0.97, 0.02], [0.78, 1.84, 1.68], [0.55, -1.73, -0.77], [1.96, -0.26, -0.30], [2.16, -2.02, 0.46], [0.15, -1.14, 2.09], [1.59, -0.14, 2.13], [-0.04, -1.01, -1.18], [-0.17, -2.13, -0.18], [-2.09, 0.12, 0.21], [-3.10, 0.91, -0.50], [-2.99, 0.01, -0.17], [-0.50, 1.13, -1.81], [-0.48, 2.50, -1.91], [-0.08, 1.78, -2.42]], "lowdin_charge": [-0.254, -0.120, -0.668, -0.120, -0.048, -0.031, 0.115, 0.082, 0.083, 0.073, 0.029, 0.042, -0.001, 0.016, -0.105, 0.002, 0.016, -0.112], "total_energy_ev": -12954.6160, "e_lumo_ev": 3.930, "orbital_gap_ev": 8.62, "homo_energy_ha": -0.172, "relative_energy_kcal_mol": 39.1, "total_charge": -1}



No. 3
{"formula": "C7H8I2OSi", "method": "ωB97M-V/def2-TZVPD", "elements": ["C", "C", "C", "C", "C", "C", "C", "O", "Si", "I", "I", "H", "H", "H", "H", "H", "H", "H", "H"], "coordinates": [[-0.51, -2.50, -1.61], [0.81, -2.65, -1.29], [-1.28, -1.40, -1.13], [1.46, -1.70, -0.50], [-0.62, -0.57, -0.15], [0.73, -0.73, 0.16], [0.09, 2.97, 0.87], [1.00, 2.16, 1.48], [1.48, 0.64, 1.23], [2.51, 0.03, 3.41], [-4.72, 3.76, 1.05], [-1.02, -3.21, -2.37], [1.41, -3.40, -1.86], [-2.32, -1.23, -1.30], [2.54, -2.08, -0.42], [-1.01, 0.32, 0.25], [-0.94, 2.41, 0.76], [0.34, 3.26, -0.14], [0.06, 3.91, 1.56]], "lowdin_charge": [-0.105, -0.121, -0.043, -0.124, -0.102, -0.369, -0.184, -0.401, 0.268, 0.361, 0.006, 0.129, 0.119, 0.091, 0.133, 0.052, 0.092, 0.069, 0.127], "total_energy_ev": -33513.3459, "e_lumo_ev": [-0.125, -3.545], "orbital_gap_ev": [9.31, 2.86], "homo_energy_ha": [-0.347, -0.235]}



No. 4
{"formula": "H4I2Si2", "method": "ωB97M-V/def2-TZVPD", "elements": ["Si", "Si", "I", "I", "H", "H", "H", "H"], "coordinates": [[-0.54, -0.54, 1.11], [0.63, 0.31, -0.78], [0.94, -1.46, -2.52], [-0.81, 2.22, -1.56], [0.70, -0.58, 1.97], [-1.37, 0.69, 1.42], [-1.58, -1.60, 1.00], [2.02, 0.97, -0.64]], "lowdin_charge": [0.396, -0.491, 0.257, 0.258, -0.109, -0.115, -0.097, -0.098], "total_energy_ev": -32022.2184, "e_lumo_ev": -0.083, "smiles": "[SiH3][SiH](I)I", "orbital_gap_ev": 9.35, "homo_energy_ha": -0.347, "relative_energy_kcal_mol": 4.5}



- What is the formula in the fourth record?
  H4I2Si2